198
Properties=species:S:1:pos:R:3 method="wB97M-V/def2-TZVPD" smiles=COCCNCCOC.COCCNCCOC.COCCNCCOC.COCCNCCOC.COCCNCCOC.COCCNCCOC.CCO.CCO.CCO.CCO.CCO.CCO homo_lumo_gap_ev=7.804 homo_energy_ev=-7.65 total_charge=0 relative_energy_kcal_mol=80.5
H -1.42 2.93 -1.27
H -2.42 -1.08 -6.49
H 6.11 -1.27 4.86
H 2.08 -7.84 -0.63
H 4.69 -2.91 -1.80
O -7.79 9.67 -3.06
H 0.73 -2.42 7.25
O -1.82 4.65 1.31
C -4.60 4.60 -3.09
H -1.28 0.58 4.49
H 2.66 4.27 -2.70
C 6.14 -2.16 2.82
H -8.78 10.87 -4.49
H 2.81 -4.78 -1.17
H -4.18 -4.21 -2.70
C -6.67 10.37 -2.56
H 1.43 0.22 3.49
H -3.96 -1.84 -6.04
H -3.05 8.87 -3.11
H -2.54 0.45 1.08
H -1.43 5.53 1.31
H 1.35 -4.43 3.00
H -5.17 -3.50 -0.55
H 2.09 -0.42 -1.74
C -3.71 -0.02 -0.55
O -4.66 5.99 -3.40
H 4.05 4.89 0.26
H -1.10 4.71 -3.40
O 3.74 0.48 1.04
O 6.34 -7.17 -2.97
H -0.16 3.58 -4.49
H 1.76 4.59 -0.77
H -3.50 -0.25 -5.31
C -0.61 -2.12 -3.14
H -1.14 -0.40 -4.36
C 1.75 -3.43 2.82
H 6.95 -5.22 -2.61
H -4.19 6.90 -1.60
O -2.54 -1.87 -4.57
H 3.86 5.62 -2.23
H 3.36 -4.66 0.40
H -3.72 2.77 1.78
H 6.54 1.37 4.48
H 3.81 -0.44 -1.26
O 0.78 -2.42 2.59
C 7.66 -7.59 -3.20
C 0.38 2.29 -0.26
C -3.08 1.19 -2.49
H -6.39 11.20 -3.22
C 6.00 -4.45 3.81
H -0.25 -3.75 -1.36
H 4.39 -3.33 2.99
C -3.14 -1.22 -5.68
H -4.77 3.20 0.48
H 4.62 -6.25 -0.88
H 4.46 -4.44 -3.05
N -5.07 8.78 -3.64
H 1.58 -7.85 -2.31
H 3.11 -7.39 4.00
H 1.24 -3.62 -2.19
H 0.38 -1.68 -3.03
O 4.34 3.80 -1.51
H 2.05 3.92 0.89
H -3.55 0.43 -3.11
H 7.51 -2.22 4.40
N 4.76 -5.28 -1.12
H -5.21 3.97 -3.73
C 3.69 -4.42 -0.61
H -1.62 -1.45 -0.34
H 0.58 -2.60 0.49
O -8.27 2.08 2.89
H -4.85 -5.20 -0.63
H 1.40 -1.96 9.50
H -3.75 5.22 1.55
O 0.14 3.36 -2.50
C 0.29 -5.68 -2.33
C 6.83 0.88 3.54
C -1.18 -1.50 -4.40
H -8.93 11.47 -2.86
H -3.55 4.40 -3.37
H 5.46 -6.45 4.32
C 2.71 -0.20 1.73
H -4.81 4.39 -2.05
C 0.30 -4.16 -2.22
H 4.20 3.24 0.50
H 0.81 -6.02 -3.24
H 4.28 4.41 -3.42
H 5.51 -1.41 2.35
O -1.02 2.30 2.66
H -2.81 6.42 -2.54
H -3.67 2.10 -2.40
H -0.77 -5.92 -2.51
C 3.40 -6.84 3.10
H -0.54 -3.60 1.57
H 3.11 -1.61 6.43
C 1.24 -7.62 -1.29
H 2.43 0.04 6.63
H -3.08 -3.33 0.55
C -5.53 9.37 -2.38
C -3.52 -4.02 -1.85
O 0.84 -6.29 -1.20
C -4.35 -4.23 -0.57
H -3.21 -2.98 -1.88
H 4.59 -5.17 5.23
H 2.50 -6.76 2.48
H 2.26 -3.05 3.71
C 4.95 -5.48 4.25
H 1.90 -0.51 1.06
H -0.43 -0.57 1.35
C -0.73 3.69 -3.57
C 4.03 -2.96 -0.93
C -3.83 6.83 -2.63
H -3.19 2.58 0.15
H -2.20 1.46 -3.09
C -3.74 3.26 0.81
C 3.78 3.93 -0.23
O 3.91 -5.56 3.30
C 0.01 -2.66 1.42
H -4.71 9.83 -1.84
N -0.50 -3.56 -3.31
H 3.12 -1.11 2.17
H -7.97 0.09 2.46
H 1.76 -1.15 5.51
H 7.45 1.55 2.95
H -2.58 2.89 3.91
O -3.58 -4.17 0.61
C -1.23 1.57 4.94
H 2.49 -3.49 2.01
H 4.06 -7.50 2.52
H -8.85 1.01 1.25
H -1.39 -1.39 2.55
H 6.94 -2.52 2.17
C 6.15 -5.79 -3.11
H -4.15 -0.87 -1.09
C -3.16 4.65 0.83
C 6.82 -1.44 4.05
C -8.82 10.55 -3.44
H 7.93 -8.31 -2.42
H 1.57 1.58 2.42
N 5.35 -3.28 3.28
H 4.45 -2.56 0.00
H 1.92 2.32 -1.50
H -0.63 1.54 -2.03
H 5.93 0.68 2.94
H -1.47 -3.86 -3.29
C 2.26 3.83 -0.18
C 1.23 -1.49 7.55
C -3.79 8.13 -3.44
H 6.56 -4.87 2.96
H 3.00 1.07 3.36
H 0.22 1.31 0.18
H -3.28 7.80 -4.35
H -5.71 8.09 -4.01
H -5.85 1.37 1.83
H -6.62 0.49 0.45
C -8.02 1.05 1.95
H 7.75 -8.07 -4.18
H 6.72 -4.26 4.61
H -5.94 8.58 -1.74
O 1.92 -1.62 8.78
H 3.31 -0.88 -2.86
C -6.73 1.30 1.18
H -3.79 -0.64 1.52
H -1.62 3.06 -3.61
C 3.03 -0.98 -1.81
H -4.54 0.68 -0.40
H -1.50 2.80 1.99
O 7.55 -0.33 3.65
O -2.66 0.60 -1.28
N -2.10 -1.55 0.55
H -2.68 -4.71 -1.93
N 1.84 2.45 -0.49
O 2.86 -2.24 -1.24
H -1.27 -1.90 -2.29
C -1.00 -1.49 1.54
H -6.78 10.91 -1.61
H -1.94 1.55 5.76
C -0.45 2.50 -1.53
H -3.26 5.16 -0.14
H 0.34 -0.87 7.64
H 0.08 3.04 0.47
H -7.87 1.87 3.74
H -0.22 1.62 5.36
H -9.74 9.97 -3.28
H 4.09 -6.18 -2.89
C -3.05 -0.47 0.74
H -6.63 2.24 0.63
C -1.50 2.68 3.95
H 6.26 -5.41 -4.14
H -0.61 -1.84 -5.27
H -0.93 3.57 4.23
C 3.69 4.58 -2.52
H 0.48 -8.38 -1.09
H 3.33 1.01 0.35
C 2.13 0.73 2.81
H 8.41 -6.79 -3.16
C 2.20 -1.02 6.50
C 4.78 -5.38 -2.60